Here is a molecular structure, C31H26GeLiN3O2S3Sb from the Open Molecules 2025 dataset. Energies are from ωB97M-V/def2-TZVPD.

Calculated values
⟨S²⟩ = 0.760
E_HOMO (alpha / beta) = -0.7 / -1.7 eV
orbital gap (alpha / beta) = 4.1 / 5.1 eV
total charge = -2
2S+1 = 2
energy = -5031.13671 a.u.

Last column: natural (NBO) charge in e.
Geometry (Å):
Li  0.82286  -0.30530  -0.39123  0.85
S  -1.87908  -0.77439  4.66893  -0.91
Sb  -0.84066  -1.59101  2.77495  1.08
S  -0.06460  -3.78010  2.89624  -0.99
S  0.95645  -0.23269  2.07356  -1.03
O  1.26113  1.11193  -1.91092  -0.78
C  0.07152  0.89780  -2.24370  0.76
O  -0.70364  0.10389  -1.66186  -0.78
C  -0.48995  1.66454  -3.45108  -0.51
C  -1.34536  0.76024  -4.34256  -0.84
Ge  -2.05057  1.64248  -5.92472  1.58
C  -0.70116  1.79727  -7.34162  -0.35
C  0.66253  1.73825  -7.05780  -0.22
C  1.60937  1.86593  -8.06675  -0.22
C  1.20477  2.05685  -9.38012  -0.22
C  -0.14939  2.11293  -9.68249  -0.21
C  -1.08964  1.98138  -8.66932  -0.24
C  -3.55293  0.65700  -6.71468  -0.34
C  -4.63574  1.32479  -7.28463  -0.24
C  -5.67995  0.62437  -7.87661  -0.22
C  -5.65730  -0.76248  -7.90101  -0.22
C  -4.59087  -1.44441  -7.32979  -0.20
C  -3.54948  -0.73776  -6.74443  -0.23
C  -2.72456  3.43987  -5.53688  -0.46
C  -2.49371  4.52423  -6.37980  -0.15
C  -3.02342  5.77745  -6.09563  -0.24
C  -3.79180  5.96297  -4.95589  -0.22
C  -4.02574  4.89385  -4.10028  -0.21
C  -3.49605  3.64508  -4.39154  -0.19
H  0.34106  2.11977  -3.99343  0.20
H  -1.10016  2.48570  -3.06353  0.21
H  -2.16366  0.34986  -3.74821  0.26
H  -0.75741  -0.10378  -4.66728  0.23
H  0.99815  1.58604  -6.03822  0.22
H  2.66344  1.81363  -7.82369  0.21
H  1.94272  2.15614  -10.16707  0.20
H  -0.47223  2.25392  -10.70717  0.20
H  -2.14536  2.00933  -8.92149  0.21
H  -4.67148  2.40928  -7.25553  0.22
H  -6.51389  1.16171  -8.31234  0.20
H  -6.47189  -1.31229  -8.35674  0.20
H  -4.57333  -2.52723  -7.33411  0.21
H  -2.72811  -1.28576  -6.29511  0.22
H  -1.88256  4.39503  -7.26707  0.20
H  -2.82972  6.61070  -6.76069  0.20
H  -4.19983  6.93988  -4.72680  0.20
H  -4.61285  5.03351  -3.20135  0.21
H  -3.68076  2.82284  -3.70773  0.22
N  6.07572  -6.16190  5.95587  -0.37
C  5.63319  -5.60501  5.05126  0.31
C  5.10986  -4.90504  3.91029  -0.23
C  3.87407  -4.26188  3.97301  -0.12
C  3.38504  -3.58285  2.87398  -0.24
C  4.12540  -3.57179  1.69437  0.27
C  5.35703  -4.21656  1.62597  -0.27
C  5.85283  -4.87967  2.73332  -0.15
N  3.62620  -2.89744  0.56263  -0.40
C  4.35066  -2.35417  -0.48762  -0.14
C  3.43831  -1.74560  -1.28452  -0.06
N  2.17199  -1.89227  -0.76046  -0.54
C  2.31498  -2.58605  0.34073  0.23
H  3.28400  -4.28161  4.87960  0.24
H  2.41513  -3.09542  2.93805  0.30
H  5.91617  -4.21914  0.70035  0.21
H  6.80844  -5.38422  2.68532  0.21
H  5.42328  -2.40110  -0.53394  0.21
H  3.60487  -1.16686  -2.17802  0.21
H  1.51684  -2.90122  1.00716  0.27